150
Properties=species:S:1:pos:R:3:forces:R:3 method="wB97M-V/def2-TZVPD" e_homo_ev=-9.29 homo_lumo_gap_ev=9.2 lumo_energy_ev=0.0
O 4.44561 1.65880 -1.08452 -0.23 -0.01 -0.03
V 2.96125 1.24326 -0.71171 -0.03 0.43 1.85
O 2.58387 1.96546 0.66795 0.10 0.06 -0.80
P -0.41815 -1.29908 0.47181 -2.54 1.49 -0.34
F -0.15182 -1.06447 2.04314 1.20 0.25 -0.07
F -1.33547 -2.56456 0.95700 0.36 0.10 -0.94
F -1.75499 -0.28527 0.61626 0.56 -0.80 0.07
F -0.83696 -1.49424 -1.09311 -0.05 -0.19 0.30
F 0.40545 0.07696 0.05730 0.23 -0.79 0.32
F 0.84800 -2.21817 0.19163 0.32 0.06 0.80
N -1.04421 1.87999 -5.17460 -0.38 -0.07 -0.01
C -2.12614 1.17042 -5.53911 0.24 0.07 -0.63
C -3.44204 1.46940 -5.16450 1.41 -0.36 -0.21
C -3.61430 2.54534 -4.32191 -1.76 -0.25 -0.12
C -2.52751 3.28012 -3.95152 0.55 0.23 0.33
C -1.26476 2.92753 -4.38158 -0.66 -0.36 -0.41
H -1.91157 0.37027 -6.26345 -0.23 0.16 0.52
H -4.23384 0.85217 -5.54317 -0.35 -0.08 0.03
H -4.61596 2.83137 -3.97377 0.52 -0.11 -0.10
H -2.66122 4.12493 -3.32033 -0.01 0.63 0.46
H -0.44443 3.55951 -4.12332 0.49 0.06 0.21
N 2.37147 -0.11054 -2.29952 0.07 -0.73 -1.19
C 1.23484 -0.09229 -3.01636 -0.21 0.81 0.53
C 1.12966 -0.45070 -4.33687 -0.74 -1.33 -0.56
C 2.24899 -1.01152 -4.96272 -1.19 0.14 -0.60
C 3.39509 -1.07923 -4.23539 0.30 -0.51 0.26
C 3.41909 -0.66923 -2.92612 0.21 0.73 0.50
H 0.36744 0.26658 -2.49486 -0.21 0.18 0.16
H 0.11182 -0.48310 -4.76655 0.88 0.26 0.05
H 2.25214 -1.46072 -5.96970 -0.32 0.54 0.52
H 4.22583 -1.56426 -4.67866 0.90 -0.25 -0.06
H 4.32635 -0.73299 -2.35119 0.15 0.20 0.01
N 3.09481 1.45861 5.69171 -0.15 -0.31 -0.97
C 2.27018 0.75416 4.88520 -0.69 0.73 -0.50
C 1.72396 -0.51438 5.17817 0.56 1.63 0.58
C 2.06677 -0.92659 6.46133 -0.40 -2.53 0.72
C 2.94991 -0.26249 7.30160 0.51 0.58 0.41
C 3.48389 0.93680 6.84960 -0.11 -0.22 -0.20
H 1.94211 1.31106 3.96912 0.47 -0.69 0.72
H 1.01311 -1.02529 4.50041 0.67 0.38 0.61
H 1.70098 -1.90622 6.84438 -0.01 0.78 -0.40
H 3.25076 -0.60149 8.31302 -0.47 -0.14 -0.89
H 4.25527 1.48631 7.40689 -0.50 -0.15 -0.13
N -2.54896 -2.25722 -4.94620 0.62 -0.84 -1.59
C -2.61132 -1.93389 -3.67705 -0.53 -0.39 0.16
C -3.85476 -1.76925 -3.08599 -0.44 0.51 1.05
C -5.00182 -1.98427 -3.82372 -0.58 -0.59 0.84
C -4.89867 -2.42303 -5.12785 0.19 0.11 -0.26
C -3.65465 -2.53507 -5.68727 1.81 0.44 1.35
H -1.68186 -1.96800 -3.09799 -0.35 0.54 -0.23
H -3.95332 -1.49121 -2.03757 0.21 -0.13 -0.15
H -5.98751 -2.02333 -3.32264 0.67 0.44 -0.37
H -5.75573 -2.70087 -5.67458 -0.92 -0.25 -0.56
H -3.39161 -2.93749 -6.65637 -0.55 0.19 -0.24
N -0.68793 -3.91795 6.36391 -0.82 0.64 0.98
C -0.78218 -3.35133 5.17643 0.98 -0.95 -0.63
C -0.86940 -4.12892 3.97248 -0.11 0.84 2.37
C -0.97874 -5.47106 4.17700 -0.80 -1.71 0.04
C -1.01373 -6.03337 5.47002 0.29 -0.79 0.13
C -0.88560 -5.24147 6.56935 0.66 2.40 -1.58
H -0.64394 -2.26512 5.20515 -0.21 -0.34 -0.42
H -0.85524 -3.68129 3.01916 -0.15 0.47 -0.99
H -1.19781 -6.17562 3.36482 0.51 0.45 0.05
H -1.02563 -7.09956 5.66514 -0.37 -0.11 -0.55
H -0.87775 -5.48643 7.60227 0.01 -0.83 0.56
C 5.26212 -2.89230 -0.93918 0.63 0.04 0.48
O 5.42209 -1.93483 0.14230 0.56 0.36 0.55
P 4.28590 -1.35470 1.04042 -1.16 0.30 0.67
O 3.31517 -0.45627 0.34217 0.39 -0.75 -0.58
O 3.65251 -2.67837 1.61955 -0.03 -0.28 0.09
C 2.88311 -2.71004 2.84047 -0.68 -0.39 -0.20
O 4.80008 -0.63400 2.33024 0.76 -1.24 -0.16
C 5.02142 0.74396 2.68670 -1.12 0.75 -0.53
H 4.71132 -2.38244 -1.69127 -0.45 -0.34 -0.70
H 4.81346 -3.81442 -0.61145 -0.59 -0.03 0.28
H 6.25238 -3.18364 -1.28744 0.07 0.50 0.05
H 2.33496 -1.81087 2.91605 -0.55 1.11 0.08
H 3.50957 -2.79741 3.71013 0.53 -0.14 0.15
H 2.10671 -3.50191 2.86354 0.83 0.10 -0.60
H 5.27264 0.74991 3.77660 -0.25 0.08 -1.12
H 4.05844 1.30891 2.45002 1.37 -0.57 0.53
H 5.82501 1.12616 2.04223 -0.14 0.06 0.48
C -2.12048 3.36722 6.64854 -0.19 -1.19 0.81
O -2.77054 2.31983 5.82775 0.48 1.33 1.65
P -2.89146 2.69783 4.30654 -0.84 -0.46 0.41
O -3.37660 4.04895 4.01085 0.45 -0.11 -0.15
O -1.43155 2.27726 3.89514 0.87 0.88 -1.82
C -0.83530 2.83051 2.66313 0.22 -0.87 0.12
O -3.87714 1.57297 3.78925 0.44 0.72 -0.34
C -3.41536 0.20227 3.77145 -1.55 0.97 -0.19
H -2.71696 4.25582 6.70799 -0.62 0.30 -0.19
H -1.14334 3.66449 6.29281 0.27 -0.32 -0.45
H -1.99959 2.96815 7.67619 -0.17 -0.01 -0.77
H -1.56398 3.32493 2.02151 -0.16 0.32 0.40
H -0.44808 1.99949 2.06011 0.00 -0.04 0.40
H 0.00485 3.47784 2.94354 -0.43 -0.03 -0.04
H -3.44454 -0.12389 4.78943 -0.04 -0.76 0.43
H -2.45310 0.17353 3.35811 1.43 -0.32 -0.52
H -4.12367 -0.25952 3.09442 0.03 -0.62 0.27
C 2.09540 -4.79672 -0.55903 -0.25 -0.31 2.71
O 2.56840 -5.89667 -1.31462 0.27 -0.05 -1.36
P 2.65595 -5.58410 -2.88999 0.41 -1.04 0.69
O 3.33246 -4.33662 -3.16944 0.67 1.12 -0.44
O 3.36189 -6.88859 -3.45746 -0.36 1.21 0.24
C 2.54969 -8.06828 -3.44038 1.31 0.01 0.72
O 1.18532 -5.68081 -3.43931 -0.23 -1.08 -0.39
C 0.34107 -4.56643 -3.63524 0.59 2.18 0.11
H 2.84036 -4.49141 0.20946 -0.28 -0.30 -0.69
H 1.22781 -5.15589 0.01376 0.07 0.23 -0.24
H 1.81303 -3.91127 -1.08144 -0.08 0.40 -0.79
H 1.74286 -7.90109 -4.08976 -1.44 -0.02 -0.54
H 2.28024 -8.23993 -2.39018 -0.19 -0.53 -0.50
H 3.18375 -8.81406 -3.88904 0.09 -0.61 0.30
H 0.16431 -4.31868 -4.70377 0.53 -0.34 0.53
H 0.87332 -3.70218 -3.12509 -1.18 -0.57 -0.78
H -0.64154 -4.74441 -3.21627 0.02 -0.16 0.42
C 3.68698 5.11288 -0.84059 1.47 1.76 0.61
O 2.29950 4.83303 -0.75772 -0.82 -0.44 -1.09
P 1.59815 3.97984 -1.87996 1.47 -0.78 -0.87
O 1.86584 2.50675 -1.84717 0.28 -0.19 0.14
O 2.09594 4.54294 -3.27043 -0.56 0.98 2.43
C 2.12527 4.03190 -4.56152 -0.60 0.00 -2.27
O 0.11322 4.26416 -1.70881 -0.50 0.70 -0.82
C -0.58069 3.93166 -0.49335 -1.25 0.94 -0.47
H 3.97795 5.34310 0.22003 0.13 -0.93 -1.00
H 3.84098 6.13442 -1.32333 -0.28 -1.49 0.01
H 4.26877 4.29864 -1.35276 -0.48 0.81 0.79
H 2.99089 4.52303 -5.04819 -0.91 0.14 -0.07
H 1.11324 4.16432 -5.10424 1.89 0.12 0.76
H 2.38285 2.99262 -4.62360 -0.16 -0.83 0.49
H -1.61524 4.31033 -0.72045 1.12 -0.61 0.76
H -0.09437 4.50014 0.30148 -0.28 -0.27 0.20
H -0.54232 2.85622 -0.36011 -0.09 -0.13 0.25
C -3.79166 1.75829 -0.24256 1.26 -1.29 0.10
O -3.54893 3.16167 -0.25901 -0.20 0.72 0.03
P -4.62723 4.12313 -0.85026 0.71 2.26 -0.23
O -5.42308 3.71912 -1.99213 -0.70 -0.76 -0.35
O -5.48162 4.55746 0.39466 -0.37 0.22 -0.33
C -4.84970 5.07189 1.55487 0.89 -0.11 1.33
O -3.69382 5.42089 -1.26961 -0.14 -2.24 1.23
C -4.30381 6.52384 -1.89381 -1.61 0.55 0.24
H -3.85525 1.35528 0.78864 -0.18 0.59 -0.50
H -2.84318 1.39711 -0.65622 -0.55 -0.66 -0.01
H -4.64554 1.43877 -0.84996 0.16 0.32 0.10
H -3.89130 5.56487 1.38581 0.41 -0.70 -0.46
H -4.76957 4.35222 2.39408 0.06 0.16 -0.95
H -5.38161 5.90215 1.93362 -1.39 0.75 0.23
H -4.62120 7.24711 -1.08579 0.72 -0.28 -1.09
H -5.24979 6.25859 -2.42927 0.78 -0.09 0.30
H -3.58127 6.86681 -2.63278 -0.15 0.58 0.27